[1]
Entry from the OMol25 dataset: a molecular structure, C41H55N4O4Ti (ωB97M-V/def2-TZVPD).

Each line ends with the Mulliken charge.
CARTESIAN COORDINATES (ANGSTROEM)
Ti: -0.932 -0.233 -0.649  -0.24
O: 0.718 -0.409 -1.322  -0.90
O: -0.884 0.161 -7.806  -0.52
O: -2.780 -0.033 -5.209  -0.66
O: -1.244 -1.766 0.472  -0.45
N: -3.054 -0.543 -1.113  0.31
N: -0.108 0.383 0.956  0.30
N: -1.232 1.624 -1.786  0.99
N: -1.980 1.685 -6.477  -0.20
C: -3.361 -1.556 -1.936  -0.16
C: -5.351 -0.411 -0.499  -1.04
C: 1.778 1.988 1.229  -0.41
C: -2.036 0.970 -7.728  -0.48
C: 3.339 2.070 -0.580  -0.39
C: 3.431 3.618 2.907  -1.96
C: -1.400 1.149 -3.018  0.37
C: -2.281 1.070 -5.314  0.26
C: 0.664 -0.462 3.166  -0.32
C: -1.989 1.840 -4.055  -0.85
C: 5.281 3.250 1.291  -1.76
C: -2.156 3.683 -2.523  -1.26
C: 1.409 -1.482 5.344  1.93
C: 2.954 2.504 0.688  -0.41
C: 1.429 -0.074 5.958  -1.50
C: -7.083 -1.964 -1.476  -1.49
C: -3.323 -3.447 1.978  -1.47
C: 3.207 2.110 -3.579  -1.58
C: -4.045 0.019 -0.405  -0.64
C: -2.372 3.152 -3.792  0.11
C: -1.601 2.888 -1.535  -0.46
C: 2.396 -0.231 -3.532  -1.67
C: 1.526 0.597 -0.756  1.30
C: 3.783 3.559 1.419  2.05
C: -4.637 -2.053 -2.070  -0.94
C: 2.655 1.134 -1.365  0.29
C: -1.017 -2.761 2.650  -0.97
C: 0.925 -2.470 6.408  -2.12
C: 3.204 0.811 -2.757  1.94
C: 2.838 -1.869 4.911  -1.52
C: 1.088 1.040 0.499  -0.99
C: 4.640 0.287 -2.615  -1.72
C: 0.562 -1.508 4.086  -0.77
C: -0.078 -0.512 2.012  -0.47
C: 3.486 4.924 0.782  -1.62
C: -2.043 -4.865 3.568  -2.22
C: -1.324 -4.766 1.190  -1.54
C: -0.307 -2.611 3.812  0.20
C: -0.829 -1.714 1.701  2.06
C: -5.677 -1.474 -1.342  1.02
C: -1.919 -3.950 2.349  2.24
H: -2.441 4.699 -2.290  0.48
H: 1.377 0.109 -3.730  0.05
H: -0.333 -5.142 1.447  0.36
H: 3.247 -1.154 4.196  0.32
H: -0.999 -0.490 -8.507  0.32
H: -2.549 -1.993 -2.509  0.45
H: 3.775 4.940 -0.271  0.34
H: 1.920 0.658 5.316  0.24
H: -2.951 0.376 -7.743  0.33
H: -1.087 -5.312 3.844  0.46
H: 2.197 2.519 -3.664  0.27
H: 1.295 0.389 3.368  0.43
H: 4.671 -0.615 -2.003  0.37
H: -1.447 3.250 -0.527  0.58
H: 5.851 3.933 1.921  0.48
H: -2.062 1.708 -8.532  0.38
H: -0.112 -2.288 6.695  0.43
H: -1.452 2.542 -6.446  0.26
H: -1.080 0.126 -3.214  0.63
H: 2.877 -0.390 -4.497  0.56
H: -3.756 -2.858 2.789  0.34
H: 4.078 4.340 3.405  0.49
H: 5.507 2.231 1.608  0.38
H: -6.113 0.079 0.091  0.44
H: -2.724 -5.682 3.330  0.43
H: 5.645 3.380 0.272  0.38
H: -1.966 -5.625 0.990  0.48
H: -7.729 -1.541 -0.711  0.39
H: 2.349 -1.190 -3.019  0.35
H: 0.421 0.279 6.183  0.38
H: 5.306 1.024 -2.165  0.32
H: 1.989 -0.101 6.892  0.48
H: 2.864 -2.862 4.459  0.36
H: 2.422 5.165 0.845  0.34
H: 1.538 -2.353 7.301  0.47
H: -4.815 -2.875 -2.749  0.49
H: 3.577 1.908 -4.585  0.48
H: 3.576 2.652 3.396  0.38
H: -1.246 -4.184 0.272  0.17
H: -3.776 0.835 0.257  0.51
H: -0.388 -3.371 4.571  0.62
H: 1.390 2.324 2.179  0.63
H: 1.026 -3.508 6.090  0.40
H: 3.844 2.876 -3.139  0.31
H: 4.042 5.710 1.295  0.45
H: 5.039 0.041 -3.600  0.48
H: 4.239 2.494 -1.001  0.39
H: -2.449 -4.340 4.435  0.44
H: -7.478 -1.682 -2.454  0.33
H: 3.486 -1.880 5.789  0.45
H: -3.316 -2.843 1.070  0.18
H: -3.975 -4.303 1.803  0.49
H: -7.123 -3.051 -1.411  0.39
H: 2.404 3.946 3.079  0.33
H: -2.850 3.750 -4.557  0.60

Properties
* E_HOMO (alpha / beta): -13.5574 / -13.5492 eV
* spin multiplicity: 2
* total charge: +2
* energy above the lowest of the compared OMol25 structures with the same formula, charge and spin: 1.098 eV
* Kohn-Sham gap (alpha / beta): 7.1141 / 5.7732 eV
* ⟨S²⟩: 0.767

---

[2]
Entry from the OMol25 dataset: a molecular structure, C41H56GeN8O2PSTi at a distorted geometry (ωB97M-V/def2-TZVPD).

Each line ends with the Mulliken charge.
CARTESIAN COORDINATES (ANGSTROEM)
Ge: 4.016 -1.386 -0.227  1.63
Ti: 0.641 -0.324 -1.316  -1.10
S: -2.027 1.303 -3.455  1.18
P: 0.347 0.543 2.029  2.35
O: -1.240 2.525 -3.515  -0.87
O: -2.230 0.641 -4.718  -0.75
N: -0.573 -1.476 0.520  0.86
N: 1.377 1.736 -1.298  1.43
N: -1.238 0.368 -2.389  0.40
N: -0.501 -1.726 -1.999  1.13
N: 1.482 -0.346 -3.458  1.01
N: -7.356 2.998 -1.499  -0.55
N: -2.710 -1.386 -2.826  -0.62
N: -2.114 0.929 0.224  1.03
C: -0.666 -3.060 -2.085  -0.51
C: -1.855 -3.602 -2.555  -1.13
C: 2.085 3.984 4.626  -0.67
C: 4.574 -3.017 0.813  -1.45
C: -3.714 2.727 -1.805  0.06
C: 0.354 2.702 -0.893  -0.47
C: 0.187 -2.673 4.638  -0.51
C: 1.073 1.856 3.124  0.60
C: 2.520 2.692 4.860  -0.68
C: -3.993 1.505 3.311  -0.81
C: -0.934 -4.995 0.723  -1.08
C: 5.171 -1.605 -1.882  -1.68
C: 0.686 -0.114 -4.661  -1.45
C: 2.532 1.962 -0.434  -0.78
C: 2.444 0.745 -3.297  -0.01
C: -0.206 -1.602 3.851  -1.17
C: -1.502 -3.741 1.392  -0.65
C: -3.700 1.342 1.974  -0.31
C: 0.655 3.164 2.886  -0.28
C: -1.390 0.899 2.524  0.49
C: -3.618 1.779 -2.808  -0.90
C: 4.993 0.115 0.722  -1.51
C: 2.093 -1.316 -0.521  0.72
C: -4.958 3.144 -1.374  -0.82
C: -1.702 1.095 3.866  -0.14
C: 2.018 1.635 4.119  -0.50
C: -2.994 1.374 4.266  -1.08
C: -2.865 -2.718 -2.899  -1.03
C: 2.167 -1.623 -3.664  -0.98
C: 1.147 4.217 3.633  -0.90
C: -5.997 1.673 -2.981  -0.87
C: 1.514 -3.068 4.672  -0.92
C: 2.050 -1.358 3.076  -0.69
C: -6.115 2.624 -1.963  1.13
C: -2.402 1.024 1.557  -1.06
C: 2.442 -2.415 3.877  -1.12
C: -4.751 1.254 -3.398  -0.28
C: -0.975 -2.505 0.868  -0.48
C: 1.764 1.978 -2.697  -1.14
C: 0.729 -0.914 3.085  0.48
C: -1.530 -0.939 -2.431  0.87
H: 2.661 -1.921 -2.738  -0.17
H: 5.403 0.837 0.022  0.48
H: -2.590 -3.719 1.262  0.34
H: 3.379 1.366 -0.758  0.18
H: -0.916 1.025 4.607  0.59
H: 4.014 -3.897 0.508  0.35
H: 2.909 1.008 -4.264  0.58
H: 6.208 -1.671 -1.568  0.47
H: -1.196 -5.013 -0.332  0.11
H: 0.772 3.720 -0.886  0.58
H: -1.261 0.435 -0.029  -1.85
H: 2.443 2.846 -2.755  0.46
H: -3.222 1.485 5.316  0.45
H: 4.928 -2.525 -2.405  0.42
H: 1.428 -2.382 -3.923  0.41
H: 3.256 2.504 5.630  0.45
H: -1.247 -1.308 3.835  0.42
H: 5.831 -0.321 1.256  0.49
H: -1.986 -4.670 -2.647  0.52
H: 5.096 -0.784 -2.590  0.38
H: 0.010 2.460 0.114  -0.24
H: 5.628 -3.219 0.648  0.46
H: 1.328 -0.196 -5.552  0.41
H: -0.545 -3.186 5.247  0.51
H: 2.822 3.023 -0.454  0.27
H: 1.817 -3.893 5.300  0.41
H: 4.425 -2.886 1.878  0.23
H: -5.006 1.737 3.612  0.43
H: -5.046 3.876 -0.581  0.31
H: 0.797 5.222 3.447  0.45
H: -7.396 3.856 -0.976  0.22
H: -4.614 0.528 -4.184  0.52
H: -1.285 -3.768 2.467  0.10
H: -8.144 2.832 -2.102  0.22
H: 0.190 -3.660 -1.789  0.73
H: -0.110 -0.853 -4.734  0.33
H: -6.893 1.274 -3.437  0.29
H: 2.770 -0.872 2.431  0.63
H: 1.760 -2.343 -0.281  0.03
H: -2.813 3.136 -1.375  0.30
H: 2.474 4.802 5.215  0.38
H: 2.350 0.632 4.342  0.35
H: 4.385 0.654 1.442  0.29
H: 0.149 -5.024 0.820  0.31
H: 2.897 -1.552 -4.484  0.42
H: 0.209 0.862 -4.663  0.48
H: 0.856 2.229 -3.259  0.32
H: -4.471 1.459 1.226  0.60
H: -2.886 0.783 -0.408  0.41
H: -0.487 2.682 -1.587  -0.21
H: -3.829 -3.060 -3.248  0.54
H: 2.280 1.677 0.588  -0.23
H: -0.092 3.361 2.128  0.30
H: -1.353 -5.879 1.199  0.45
H: 3.231 0.393 -2.620  -0.63
H: 3.476 -2.727 3.898  0.50

Properties
* E_HOMO (alpha / beta): -5.9944 / -6.2669 eV
* spin multiplicity: 2
* energy above the lowest of the compared OMol25 structures with the same formula, charge and spin: 1.733 eV
* Kohn-Sham gap (alpha / beta): 6.2309 / 6.3504 eV
* ⟨S²⟩: 0.799

---

[3]
Entry from the OMol25 dataset: a molecular structure, C41H57BGe2N9O2S3V (ωB97M-V/def2-TZVPD).

Each line ends with the Mulliken charge.
CARTESIAN COORDINATES (ANGSTROEM)
Ge: 0.803 1.231 -2.873  -0.06
Ge: 2.446 2.323 -1.465  -0.01
V: 1.300 -1.538 1.226  0.89
S: 2.819 -2.222 -0.533  -0.58
S: 2.346 0.478 1.862  -0.69
S: 1.383 -2.595 3.363  -0.52
O: -5.740 1.374 1.287  -0.40
O: -0.233 -2.398 0.857  0.94
N: 2.082 -4.781 -1.096  0.35
N: 3.518 -1.194 4.435  0.16
N: 1.080 -5.567 -1.578  -0.92
N: 0.550 -3.437 -1.627  0.17
N: 0.033 1.276 3.106  0.56
N: -3.509 0.001 1.266  0.08
N: 4.084 -3.015 3.382  0.22
N: -0.155 -2.265 -1.858  -0.33
N: 1.509 0.480 4.498  0.07
C: 1.908 3.582 -0.045  0.29
C: 0.825 4.930 -6.994  -0.74
C: -5.663 0.357 4.829  -0.86
C: -3.750 -0.491 3.653  0.01
C: 2.811 4.815 -0.004  -1.40
C: -6.125 0.956 3.659  -0.37
C: -2.565 -2.288 1.269  1.20
C: 0.762 3.404 -5.119  0.52
C: -0.332 4.362 -7.516  -0.46
C: 1.364 4.459 -5.809  -0.62
C: 0.503 -0.822 -4.974  -1.49
C: -4.212 0.079 2.475  -0.70
C: -2.532 -0.905 0.941  -0.58
C: -0.533 1.324 4.360  -0.51
C: -1.360 -4.419 1.361  0.02
C: 5.371 2.388 -1.495  -1.39
C: -0.608 1.780 1.901  -0.49
C: -6.954 2.110 1.222  -0.99
C: -1.374 -3.049 1.162  -0.72
C: -0.397 2.845 -5.656  0.30
C: 3.999 -4.263 2.645  -0.88
C: -1.676 2.284 -1.742  -1.22
C: -2.538 -5.073 1.709  -1.04
C: -4.482 -0.360 4.827  -1.14
C: 4.888 -1.292 4.460  -0.72
C: 0.387 0.826 5.215  -0.91
C: 3.041 -2.241 3.758  -0.09
C: 4.196 1.446 -1.229  -0.02
C: 1.477 -0.315 -3.910  -0.30
C: 1.303 2.876 -3.852  -0.47
C: 2.345 3.359 -3.144  -0.26
C: -3.735 -2.983 1.643  -0.84
C: -0.943 3.317 -6.842  -1.08
C: 5.250 -2.422 3.811  -0.44
C: 1.274 0.752 3.215  -0.34
C: -1.118 1.037 -2.422  0.57
C: -5.406 0.818 2.486  1.17
C: -3.715 -4.347 1.856  -0.86
C: 1.793 -3.485 -1.090  0.17
C: 0.141 -4.731 -1.890  1.02
C: -1.192 -5.072 -2.431  -1.28
B: 2.786 -0.063 5.235  0.98
H: -1.975 -4.674 -1.783  0.23
H: 6.322 1.851 -1.487  0.40
H: -0.421 -4.954 1.280  0.50
H: -0.887 2.032 -5.133  0.46
H: 0.341 -0.066 -5.745  0.41
H: 1.308 5.746 -7.516  0.40
H: -2.820 -1.046 3.646  0.77
H: -7.805 1.485 1.499  0.38
H: -1.285 -6.153 -2.476  0.39
H: 3.916 -4.060 1.578  0.22
H: -1.529 1.699 4.519  0.65
H: -6.237 0.463 5.740  0.41
H: -4.630 -4.854 2.134  0.43
H: 2.394 0.031 -4.392  0.64
H: -0.098 1.383 1.027  0.04
H: 3.128 -4.821 2.977  0.38
H: 5.487 -0.548 4.953  0.50
H: -1.747 -0.529 0.297  0.11
H: 3.806 4.565 0.367  0.30
H: -1.042 -2.306 -1.365  0.09
H: 2.403 5.584 0.656  0.41
H: 1.899 3.089 0.926  0.02
H: 2.406 -0.501 6.287  -0.18
H: -0.750 4.733 -8.442  0.40
H: -1.224 2.438 -0.758  -0.06
H: -1.243 0.156 -1.785  -0.59
H: 6.213 -2.861 3.626  0.48
H: 3.579 0.832 5.362  -0.19
H: 2.926 4.224 -3.462  0.47
H: 4.899 -4.840 2.841  0.37
H: 1.783 -1.104 -3.222  0.09
H: -1.846 2.869 -7.237  0.39
H: -7.059 2.427 0.189  0.25
H: 2.944 -5.191 -0.776  0.18
H: -3.706 0.742 0.611  0.36
H: 4.276 1.015 -0.229  0.13
H: 0.346 0.680 6.279  0.53
H: -1.465 3.181 -2.328  0.39
H: 5.434 3.174 -0.741  0.28
H: -7.044 1.524 3.677  0.44
H: -2.760 2.231 -1.609  0.45
H: -1.325 -4.659 -3.432  0.32
H: -1.676 0.830 -3.340  0.62
H: 2.930 5.264 -0.992  0.28
H: -0.492 -1.049 -4.571  0.30
H: -2.530 -6.141 1.879  0.49
H: 0.878 3.873 -0.275  0.29
H: -6.916 2.987 1.871  0.39
H: -4.120 -0.820 5.737  0.44
H: -4.666 -2.440 1.739  0.56
H: 2.265 4.913 -5.419  0.36
H: -0.544 2.867 1.872  0.57
H: -1.649 1.465 1.897  -0.18
H: 5.280 2.876 -2.467  0.31
H: 0.870 -1.719 -5.479  0.37
H: -0.289 -2.138 -2.856  0.22
H: 4.215 0.610 -1.934  0.36

Properties
* E_HOMO (alpha / beta): -8.6034 / -10.0695 eV
* spin multiplicity: 4
* total charge: +1
* energy above the lowest of the compared OMol25 structures with the same formula, charge and spin: 0.000 eV
* Kohn-Sham gap (alpha / beta): 5.4481 / 7.3180 eV
* ⟨S²⟩: 3.800

---

[4]
Entry from the OMol25 dataset: a molecular structure, C41H58BCrN12O4S at a distorted geometry (ωB97M-V/def2-TZVPD).

Each line ends with the Mulliken charge.
CARTESIAN COORDINATES (ANGSTROEM)
Cr: -0.535 -0.665 -0.099  1.25
S: -3.363 -2.542 -0.563  0.76
O: -3.106 -3.586 0.355  -0.69
O: 0.316 -6.284 -4.003  -0.41
O: -3.745 0.988 0.785  -0.67
O: -2.899 -2.575 -1.942  -0.59
N: -0.381 0.008 1.818  0.10
N: 1.724 -0.019 -0.234  0.83
N: -0.769 -0.209 -2.012  -0.72
N: 2.168 0.642 0.967  0.26
N: -0.211 -2.726 -0.314  -0.27
N: -1.908 -2.455 -5.515  -0.71
N: -0.258 3.155 0.024  -0.31
N: -2.763 -1.046 0.053  0.73
N: -1.424 -0.317 -4.387  -0.86
N: 1.039 2.826 0.167  0.82
N: -0.146 1.351 2.012  1.24
N: -0.292 -4.063 -2.391  0.41
C: -0.214 -3.298 -1.337  0.26
C: -2.594 3.284 -1.252  -0.94
C: 0.965 4.414 -1.384  -0.62
C: -1.656 -1.499 -4.882  0.58
C: -5.123 -0.746 0.180  0.17
C: 3.041 -1.376 -1.931  3.27
C: 1.885 3.624 -0.629  -0.46
C: -1.452 5.046 -2.854  -1.59
C: 2.771 -0.844 -0.580  -0.84
C: -0.362 -6.475 -2.764  -0.61
C: -6.257 -2.656 -0.714  -0.57
C: -2.878 -2.215 3.351  -1.41
C: -1.410 0.702 3.672  -0.47
C: -1.072 -0.440 2.891  -0.82
C: 4.313 4.240 -0.024  -1.70
C: -0.539 -3.059 2.753  -1.68
C: -1.669 4.476 -1.448  1.09
C: 0.423 -3.937 -3.690  -0.03
C: 5.367 0.715 2.276  -1.59
C: 3.862 -0.588 3.657  -1.60
C: -0.969 3.218 3.493  1.44
C: -1.084 -0.265 -3.163  1.16
C: -1.184 -5.244 -2.315  -0.62
C: 1.286 -5.164 -3.955  -0.52
C: -1.376 -1.859 3.366  0.79
C: -5.041 -1.944 -0.461  0.28
C: -6.387 -0.223 0.557  -0.24
C: -7.577 -0.920 0.312  -0.59
C: 3.256 0.027 1.407  -0.63
C: -2.260 3.493 4.320  -1.68
C: 4.265 -2.335 -2.004  -2.09
C: 3.912 0.490 2.636  0.93
C: 3.063 -0.129 -2.847  -1.15
C: -0.309 4.142 -0.866  -0.21
C: 0.343 3.706 4.186  -1.29
C: -7.484 -2.157 -0.289  -0.66
C: 3.538 -1.057 0.518  -0.73
C: 3.817 3.433 -2.317  -1.81
C: -0.807 1.796 3.089  -0.56
C: 3.318 3.350 -0.819  2.03
C: -3.767 -0.198 0.352  -0.42
B: 1.234 1.824 1.357  0.04
H: -2.300 5.609 -3.281  0.38
H: 5.340 3.898 -0.132  0.46
H: 4.560 -1.443 3.399  0.30
H: -0.643 5.771 -2.753  0.39
H: 4.357 -1.765 0.587  0.60
H: -2.250 2.877 5.254  0.27
H: -0.756 -3.317 1.689  0.06
H: 0.131 4.547 4.896  0.41
H: 4.394 -2.609 -3.030  0.48
H: -8.442 -0.500 0.864  0.33
H: 3.732 4.499 -2.540  0.53
H: 0.654 2.812 4.689  0.31
H: 4.145 -3.266 -1.371  0.31
H: -6.475 0.724 1.116  0.42
H: 4.367 5.245 -0.406  0.39
H: -2.123 5.254 -0.810  0.16
H: -8.367 -2.733 -0.461  0.43
H: 2.130 -1.958 -2.275  -1.46
H: 2.739 -0.334 -3.918  0.31
H: 1.112 5.155 -2.115  0.46
H: -0.270 -3.681 -4.442  0.37
H: -3.046 3.103 3.707  0.42
H: 2.490 0.652 -2.380  0.04
H: 1.196 3.871 3.526  0.14
H: -1.047 3.850 2.607  -0.02
H: 4.322 -0.229 4.594  0.46
H: -2.113 0.689 4.524  0.31
H: 0.429 -6.527 -1.972  0.34
H: -3.405 -1.687 4.155  0.40
H: 3.191 2.865 -3.049  0.27
H: 2.860 -0.893 3.849  0.29
H: 5.124 -1.814 -1.688  0.55
H: -3.625 3.586 -1.406  0.48
H: -2.569 2.441 -2.036  -0.01
H: 3.485 1.445 2.854  -0.01
H: -0.681 -3.829 3.454  0.66
H: 4.906 3.264 -2.432  0.38
H: 5.897 0.994 3.221  0.48
H: -1.151 4.306 -3.584  0.31
H: -2.966 -3.298 3.535  0.42
H: 5.828 -0.211 1.915  0.35
H: 4.054 4.212 1.039  0.32
H: -6.155 -3.511 -1.458  0.35
H: 1.170 -3.064 -3.611  -0.20
H: -3.357 -1.976 2.426  0.16
H: -1.058 -7.382 -2.873  0.31
H: -2.441 2.807 -0.265  0.05
H: 1.922 2.419 2.264  -0.46
H: 1.828 -5.152 -4.983  0.31
H: 5.493 1.621 1.683  0.23
H: 4.115 0.277 -2.903  0.29
H: -2.063 -5.112 -2.916  0.33
H: 3.428 2.355 -0.525  -0.96
H: -1.150 -1.879 4.466  0.48
H: 1.983 -5.292 -3.130  0.36
H: -2.450 4.573 4.435  0.46
H: 0.472 -2.770 2.724  0.31
H: -1.588 -5.324 -1.296  0.47

Properties
* E_HOMO (alpha / beta): -8.0004 / -8.0023 eV
* spin multiplicity: 4
* energy above the lowest of the compared OMol25 structures with the same formula, charge and spin: 3.354 eV
* Kohn-Sham gap (alpha / beta): 5.5818 / 7.1565 eV
* ⟨S²⟩: 3.786

---

Q: Which value of ⟨S²⟩ does entry 4 give?
A: 3.786